Record 1
13
Properties=species:S:1:pos:R:3:nbo_charge:R:1 method="wB97M-V/def2-TZVPD" de_lowest_ev=1.099 mol_weight_g_mol=72.1 lumo_ev=1.112 orbital_gap_ha=0.4130 smiles=OCC1CC1
O 2.287 -0.601 -0.041 -0.716
C 1.252 0.243 0.432 -0.052
C 0.020 0.165 -0.434 -0.269
C -1.281 0.755 0.016 -0.414
C -1.127 -0.737 -0.057 -0.422
H 1.888 -1.240 -0.642 0.466
H 1.650 1.266 0.441 0.173
H 0.988 -0.015 1.472 0.157
H 0.240 0.247 -1.498 0.214
H -1.322 1.217 1.000 0.215
H -1.891 1.250 -0.733 0.218
H -1.055 -1.277 0.885 0.214
H -1.650 -1.274 -0.842 0.216

=====

Record 2
13
Properties=species:S:1:pos:R:3:nbo_charge:R:1 method="wB97M-V/def2-TZVPD" de_lowest_ev=1.278 mol_weight_g_mol=72.1 lumo_ev=1.002 orbital_gap_ha=0.3967 smiles=C[C@H]1C[C@H]1O
C -1.499 -0.045 -0.020 -0.616
C -0.125 0.590 -0.260 -0.260
C 0.858 0.389 0.865 -0.440
C 1.206 -0.117 -0.493 0.085
O 1.243 -1.483 -0.775 -0.702
H -2.029 0.610 0.688 0.218
H -1.446 -1.026 0.465 0.213
H -2.149 -0.133 -0.898 0.207
H 0.481 -1.641 -1.340 0.472
H -0.206 1.580 -0.705 0.213
H 1.402 1.245 1.247 0.214
H 0.572 -0.362 1.595 0.218
H 2.048 0.414 -0.950 0.177

=====

Record 3
13
Properties=species:S:1:pos:R:3:nbo_charge:R:1 method="wB97M-V/def2-TZVPD" de_lowest_ev=4.731 mol_weight_g_mol=72.1 lumo_ev=0.705 orbital_gap_ha=0.3813 smiles="C1=CC1.[H][H].C=O"
O 1.630 -0.481 1.459 -0.512
C 1.786 0.407 0.660 0.276
C -0.458 0.820 -0.935 -0.226
C -1.397 0.477 0.187 -0.433
C -1.088 -0.301 -1.058 -0.157
H 0.384 -1.977 0.608 0.036
H 2.257 0.243 -0.330 0.115
H 1.465 1.444 0.875 0.116
H 0.220 1.551 -1.348 0.225
H -1.001 0.136 1.151 0.189
H -2.353 0.999 0.262 0.180
H -0.132 -2.128 0.095 -0.038
H -1.313 -1.192 -1.625 0.230

=====

Record 4
13
Properties=species:S:1:pos:R:3:nbo_charge:R:1 method="wB97M-V/def2-TZVPD" de_lowest_ev=1.197 mol_weight_g_mol=72.1 lumo_ev=1.125 orbital_gap_ha=0.3952
C -0.279 0.628 1.335 -0.608
C -0.465 -0.215 0.082 -0.264
C -0.154 0.498 -1.245 -0.056
O 1.128 -0.142 -1.339 -0.536
C 0.749 -1.073 -0.317 -0.056
H -0.274 -0.006 2.229 0.210
H -1.088 1.359 1.452 0.211
H 0.670 1.176 1.300 0.210
H -1.420 -0.749 0.113 0.201
H -0.066 1.590 -1.222 0.176
H -0.814 0.197 -2.071 0.168
H 0.477 -2.046 -0.750 0.168
H 1.537 -1.217 0.432 0.176

=====

Record 5
13
Properties=species:S:1:pos:R:3:nbo_charge:R:1 method="wB97M-V/def2-TZVPD" de_lowest_ev=2.932 mol_weight_g_mol=72.1 lumo_ev=0.822 orbital_gap_ha=0.3608
C -0.621 1.180 0.537 -0.509
C 0.288 0.127 -1.111 -0.241
C 0.238 -1.258 -0.840 -0.722
C 0.013 0.447 1.530 0.273
O -0.188 -0.811 1.668 -0.628
H 0.887 0.882 2.031 0.139
H -0.377 2.229 0.419 0.215
H -1.615 0.874 0.238 0.221
H -0.434 0.569 -1.786 0.211
H 1.243 0.635 -1.076 0.205
H 1.184 -1.792 -0.836 0.234
H -0.017 -1.272 0.479 0.376
H -0.602 -1.810 -1.252 0.224

=====

Record 6
13
Properties=species:S:1:pos:R:3:nbo_charge:R:1 method="wB97M-V/def2-TZVPD" de_lowest_ev=3.766 mol_weight_g_mol=72.1 lumo_ev="-1.386 / -0.348" orbital_gap_ha="0.2470 / 0.3262"
C -1.682 0.298 0.387 -0.614
C -0.533 -0.698 0.016 -0.013
O -0.518 -1.129 -1.212 -0.578
C 0.752 -0.122 0.431 0.107
C 1.669 0.376 -0.591 -0.714
H -1.670 0.632 1.429 0.205
H -2.628 -0.207 0.169 0.223
H -1.595 1.163 -0.277 0.214
H -0.614 -1.529 0.788 0.246
H 1.101 -0.185 1.466 0.183
H 1.081 0.623 -1.486 0.252
H 2.282 1.200 -0.208 0.227
H 2.355 -0.421 -0.911 0.262

=====

Record 7
13
Properties=species:S:1:pos:R:3:nbo_charge:R:1 method="wB97M-V/def2-TZVPD" de_lowest_ev=1.015 mol_weight_g_mol=72.1 lumo_ev=1.091 orbital_gap_ha=0.3945 smiles="C/C=C/CO"
C -1.886 0.727 0.083 -0.648
C -0.489 0.358 0.483 -0.179
C 0.571 0.392 -0.324 -0.223
C 1.779 -0.445 -0.021 -0.100
O 1.467 -1.743 -0.514 -0.708
H -2.590 -0.030 0.449 0.218
H -2.201 1.690 0.493 0.221
H -1.980 0.767 -1.006 0.214
H 0.524 -1.840 -0.310 0.467
H -0.353 -0.043 1.491 0.192
H 0.480 0.762 -1.344 0.200
H 2.688 -0.117 -0.537 0.185
H 1.990 -0.477 1.058 0.162

=====

Record 8
13
Properties=species:S:1:pos:R:3:nbo_charge:R:1 method="wB97M-V/def2-TZVPD" de_lowest_ev=2.146 mol_weight_g_mol=72.1 spin_multiplicity=3 lumo_ev="0.932 / -1.870" orbital_gap_ha="0.2692 / 0.2686"
C 1.262 -0.953 -0.756 -0.524
C 1.248 0.068 0.072 0.150
C 1.209 1.147 0.975 -0.750
C -1.936 -0.367 -0.427 -0.300
O -1.070 0.047 0.457 -0.266
H 0.321 -1.201 -1.174 0.182
H 2.197 -1.613 -0.893 0.203
H 1.386 2.130 0.586 0.240
H 0.087 1.065 1.355 0.261
H 1.856 1.199 1.922 0.218
H -2.217 0.450 -1.087 0.241
H -2.854 -0.731 -0.061 0.169
H -1.491 -1.241 -0.967 0.176